Entry 1:
Density functional theory data (ωB97M-V with the def2-TZVPD basis set) for a structure of composition C27H19AuBrN5O in a non-equilibrium geometry.

Geometry as XYZ:
```
54
Properties=species:S:1:pos:R:3:forces:R:3
H -4.101943 3.196371 0.026002 0.02 0.02 -0.01
N 0.541585 -1.576103 -2.058965 0.43 0.36 0.59
C -0.568465 -0.527023 -3.905554 -0.03 -0.16 -0.21
C -1.171561 1.156167 1.311748 -0.17 0.11 0.14
N -1.203762 1.530423 0.032276 0.34 -0.04 -0.24
C 0.245862 1.613863 4.518949 0.58 -0.02 0.43
C -3.272036 2.625854 0.417558 -0.05 0.01 0.06
N 0.690509 2.354934 3.505090 -0.62 -0.02 -0.85
N 2.817010 2.537634 4.488436 0.53 0.27 -0.18
C -1.127923 -2.997180 -5.082008 -0.10 -0.01 -0.18
C -2.146614 1.521270 2.235600 0.02 0.12 -0.14
H -0.148810 -3.868921 -3.390170 -0.02 0.00 0.00
C 2.353952 -3.483158 0.422472 -0.37 0.27 -0.50
C 3.084028 -3.475184 1.611029 0.46 -0.51 0.56
C -2.119916 1.106984 3.648203 0.27 -0.10 0.37
H 3.870741 -2.276669 3.240426 0.00 -0.05 -0.01
C 2.390171 1.832975 5.525136 -0.25 -0.12 0.12
H 0.747834 0.791000 6.461050 0.02 0.00 0.01
C -1.232797 1.818769 -5.197591 -0.05 -0.05 -0.15
H 2.219463 -4.421645 -0.100387 0.05 -0.01 0.01
C -1.559973 0.627957 -5.788984 0.02 0.12 0.10
H -4.057921 2.485771 2.409507 0.01 0.03 0.01
C -0.147338 -1.730616 -3.270049 -0.26 -0.29 -0.47
H 2.273031 3.397423 2.694190 -0.01 0.01 0.02
H -1.393194 0.691214 5.529515 -0.08 0.02 0.01
C 1.939334 2.791490 3.529009 -0.18 -0.32 0.40
Au 0.316809 0.488386 -1.333528 -0.49 -0.15 0.16
H -2.076004 0.608967 -6.740555 0.04 -0.02 -0.02
C 1.971206 -1.091594 0.638652 -0.01 0.26 0.02
C -3.240348 2.231172 1.746817 0.10 0.04 -0.02
Br 3.814907 -5.068957 2.254362 -0.25 0.50 -0.23
C -0.444467 -2.940647 -3.860325 0.18 0.24 0.21
O 1.484975 0.038800 0.343629 0.07 -0.26 0.17
H -1.344761 -3.963339 -5.516163 -0.01 0.02 -0.01
H -2.200716 2.589542 -1.442966 -0.01 -0.06 0.00
C -1.505888 -1.850506 -5.725260 0.04 -0.08 0.04
H -2.021660 -1.893353 -6.675593 0.01 0.00 0.00
C -1.223471 -0.588832 -5.155524 0.09 0.02 0.15
C -2.226527 2.275570 -0.407520 0.06 0.07 -0.09
H 1.110939 -3.516421 -1.743821 -0.06 0.01 0.00
C -1.133565 1.098086 4.559281 -0.29 0.10 -0.34
H -0.387609 2.725526 -3.423626 -0.02 0.00 0.00
H 3.108894 1.650887 6.316446 -0.03 -0.01 0.01
C -0.626336 1.803676 -3.938509 -0.03 -0.07 0.08
C 1.091626 1.351455 5.602562 -0.14 -0.02 -0.19
C 1.797770 -2.328258 -0.107843 0.27 -0.29 0.38
C 3.291182 -2.276033 2.327735 -0.02 0.08 -0.03
N -0.327152 0.680347 -3.311093 -0.20 0.18 0.00
C 1.105250 -2.492504 -1.368752 -0.21 -0.12 -0.56
H -3.087720 0.775679 4.010307 0.00 -0.08 0.00
H -1.447833 2.764586 -5.672987 -0.01 0.00 0.02
H -0.361791 0.513867 1.599745 0.24 0.03 0.20
C 2.753880 -1.126817 1.847984 0.14 0.02 0.19
H 2.887140 -0.182883 2.364056 -0.03 -0.02 -0.03
```
Positions in Å, forces in eV/Å.

Calculated values
- 2S+1 = 3
- HOMO-LUMO gap (alpha / beta) (eV) = 6.71 / 4.65
- lowest unoccupied orbital energy (alpha / beta) (eV) = -6.97 / -9.03
- E (hartree) = -4098.4186
- charge = +2
- HOMO energy (alpha / beta) (eV) = -13.678 / -13.682

Atomic partial charges in e from the Mulliken method, atoms 1 to 6: number 1, H, carries 0.406; number 2, N, carries -0.372; number 3, C, carries 0.431; number 4, C, carries -0.016; number 5, N, carries -0.377; number 6, C, carries 1.142

***

Entry 2:
Density functional theory data (ωB97M-V with the def2-TZVPD basis set) for a structure of composition C44H68N6OPSTi in a non-equilibrium geometry.

Geometry as XYZ:
```
122
Properties=species:S:1:pos:R:3:forces:R:3
C 3.142907 -0.624001 -1.535614 1.49 0.04 0.31
H 1.308207 -2.037001 -6.238314 -0.06 -0.13 -0.10
H -2.238793 -2.355001 -3.724614 0.16 0.03 0.04
H 2.224607 2.877399 -3.492514 0.01 0.13 -0.05
H -1.506993 -4.861601 0.997786 0.06 0.07 0.07
N -1.878993 0.668799 -1.134014 0.34 0.44 -0.03
H 4.334507 1.373799 1.735186 0.09 0.02 -0.02
C -0.049293 -3.621701 -0.660514 0.02 -0.32 -0.38
H -1.759893 -3.856001 -1.976514 0.17 0.15 -0.09
H -0.768393 0.541299 1.361886 0.04 0.11 0.01
C -3.260593 0.804199 -0.648914 -0.16 -0.45 0.07
Ti 0.284507 -0.794101 -0.745214 -1.09 0.24 1.12
C -1.752993 0.877799 -2.579814 -0.23 0.14 -0.43
H 0.059907 1.408899 4.037186 0.07 -0.04 -0.04
H 0.032607 -4.715201 -0.538714 0.09 0.17 -0.02
S -2.489393 1.821899 2.888986 0.31 1.22 0.27
H 1.373307 1.094499 2.463386 0.04 -0.05 -0.09
H -2.687393 3.625199 7.472286 -0.06 0.07 0.10
H 3.193107 -3.793801 2.660686 0.01 -0.06 0.04
C 4.195507 -0.570301 -2.471414 -0.29 0.04 -0.03
H -3.607493 -2.407101 2.513186 -0.02 -0.01 -0.01
C 3.514807 -0.695101 -0.170614 -0.19 0.07 -0.12
C -1.579793 -1.540401 -3.385914 -0.36 0.18 -0.51
C 1.295107 -1.208301 -5.544014 0.02 0.09 0.11
H 1.025107 1.889699 6.270586 0.08 -0.03 -0.01
C 1.103607 1.122299 -5.117514 -0.03 -0.25 0.10
H -0.759993 -1.452901 -4.103614 -0.17 -0.05 0.11
C 2.609707 -1.729701 2.388986 -0.15 0.09 -0.34
H 7.899907 -0.117301 -0.763214 0.10 0.02 0.01
H -3.597993 6.558599 2.246786 0.00 0.09 0.01
H -0.687493 0.909299 -2.827414 -0.20 0.14 0.03
O -0.606693 -0.398101 1.051986 -0.41 0.31 1.42
H 2.779707 2.275999 0.037386 -0.01 -0.03 -0.12
H 2.353407 1.823499 -2.085314 -0.02 0.12 0.05
N -0.703293 -2.985301 0.475086 0.55 -0.01 0.15
H -3.760493 -1.274101 -1.013914 -0.04 0.01 -0.03
H -6.782393 3.773399 1.614286 -0.08 -0.02 0.00
H -0.235193 1.011099 -7.475214 -0.07 0.04 -0.11
H 6.282507 -0.622401 -2.832914 0.11 0.00 -0.08
H 1.636107 -0.687901 4.026386 -0.09 0.10 0.07
C -2.621393 2.880199 5.475486 -0.06 0.01 -0.07
C 1.711907 2.116199 -2.910614 0.03 -0.18 -0.02
C 5.508207 -0.656901 -2.079514 0.07 -0.01 0.28
H 0.573207 -1.789001 3.145686 -0.10 0.01 0.03
N 1.829507 -0.594901 -1.910114 0.48 0.31 -1.03
H 1.816707 -3.586701 1.587586 -0.09 -0.10 -0.05
H 0.966007 2.129299 -5.482214 -0.05 0.21 -0.04
C -1.827593 2.277099 4.516086 -0.24 -0.28 -0.17
H 7.704807 -1.868401 -0.739514 0.14 -0.02 0.05
H -0.358493 3.010899 7.979186 0.06 0.02 0.10
H -2.510693 0.077099 -4.416114 -0.04 -0.01 -0.02
H 3.443107 -3.183901 1.020686 0.01 -0.11 -0.04
H -1.505893 -0.796501 1.031686 -0.34 -0.11 -0.05
C 3.504907 1.426299 2.437086 -0.23 -0.13 0.02
C -1.710793 -3.793901 1.156986 -0.49 -0.02 -0.18
H -1.643593 -3.602601 2.231186 0.09 -0.05 -0.01
H -4.887093 -2.354701 1.296386 0.05 0.01 0.05
H -5.281793 1.915999 2.261586 -0.05 -0.08 -0.01
H 3.581107 -1.380801 2.757186 -0.11 -0.02 -0.05
C 2.774507 -3.159201 1.880486 0.15 0.15 0.02
H -1.653293 -1.598401 -1.343614 -0.40 -0.26 -0.34
C 5.866007 -0.790101 -0.738614 0.11 0.03 0.07
H -3.756193 -4.388201 0.956486 -0.06 -0.04 -0.09
C -3.614493 3.212399 2.629886 0.00 -0.29 -0.16
C 7.306207 -0.931301 -0.350114 -0.01 -0.04 -0.06
H 1.427507 0.738699 -7.981114 0.02 0.03 -0.10
H 3.963107 -0.457101 -3.519814 0.01 -0.02 -0.08
C 1.624007 -1.445801 -4.213814 0.03 0.19 0.18
H -3.274993 1.479399 0.212886 0.01 -0.03 -0.17
C 1.890407 2.102899 0.641486 -0.19 -0.19 0.09
C -0.769493 2.795799 7.005486 -0.06 0.03 0.03
C -5.762893 3.976499 1.905086 -0.10 0.33 -0.06
H 0.803507 2.566199 -2.507914 -0.09 0.03 0.11
C -0.525493 1.900299 4.799786 -0.01 -0.07 -0.35
H 5.108607 -0.872901 1.250586 0.06 -0.01 0.13
H 1.086707 1.725799 -0.008514 0.14 0.27 0.01
C -5.288393 5.281699 1.907786 -0.06 -0.20 -0.05
H 1.585207 3.057399 1.068286 0.00 0.13 0.04
H -0.821993 2.850899 1.873486 -0.04 0.19 0.18
H 3.137107 -2.928401 -4.120214 0.09 -0.08 0.03
C -0.798393 -3.313001 -1.958714 0.18 -0.68 0.20
H -1.311993 1.376699 -0.659014 -0.27 -0.18 -0.11
C 2.096707 -2.814001 -3.816414 -0.03 0.05 0.11
H -3.640693 3.148699 5.243386 -0.11 0.07 0.06
C 1.587607 -1.650901 3.522286 0.17 0.01 -0.10
C 4.852507 -0.789701 0.203786 -0.06 0.01 -0.37
H -2.219493 1.831299 -2.881714 0.16 -0.09 0.05
C -3.797193 -2.316901 1.440886 -0.04 -0.25 -0.22
H 2.056207 -2.952401 -2.736414 0.00 -0.06 -0.04
P 2.113107 -0.626201 0.961086 1.53 0.13 0.74
N -0.999593 -1.872101 -2.082314 -0.92 -0.57 -0.32
C -2.399393 -0.250601 -3.382414 0.34 0.03 0.25
H -3.197693 -3.359201 -0.356114 -0.07 -0.07 -0.14
H 0.009407 -2.713601 1.149986 -0.20 -0.06 -0.18
C -4.924693 2.936799 2.261786 0.28 -0.20 0.20
H 7.422407 -0.929701 0.730686 0.07 -0.01 0.08
H -2.099093 4.710199 2.883286 0.06 0.05 0.03
C 0.981407 0.060699 -6.004014 0.04 0.00 0.07
C 1.596607 -0.385001 -3.290414 0.23 0.07 -0.81
C 1.434907 0.924699 -3.785214 0.12 -0.16 0.03
C 0.593407 0.307799 -7.428214 0.05 0.01 -0.04
H -3.413893 -0.341801 1.721886 -0.05 -0.09 -0.03
H 0.966307 -3.196901 -0.742014 -0.18 -0.29 0.03
N -1.313493 1.965499 1.838486 -0.10 -0.25 -0.05
C -3.971793 5.545999 2.258486 0.01 0.09 -0.01
H -4.972093 -0.384001 -0.094914 0.07 -0.06 0.00
C 0.006707 2.168899 6.044986 0.07 0.05 0.17
H 1.526307 -3.594201 -4.318114 -0.04 -0.08 0.00
H 1.787707 -2.424401 4.263586 0.01 -0.03 0.06
C -3.887393 -0.529101 -0.226314 0.03 0.29 -0.07
H -5.941293 6.091099 1.620486 -0.07 0.08 -0.01
C 2.195007 1.083599 1.737086 -0.06 -0.25 -0.21
C -2.080493 3.145099 6.721686 -0.04 0.01 0.05
H -0.209593 -3.668401 -2.808414 -0.08 0.07 0.08
H 3.706707 0.757799 3.271486 0.08 -0.04 0.09
H 3.456507 2.441799 2.829786 0.03 0.09 0.03
H 0.299807 -0.615301 -7.920614 -0.04 -0.04 -0.09
N -3.261893 -1.032701 0.991386 -0.10 0.14 0.21
H -3.895893 1.246899 -1.425114 0.07 0.07 0.06
H -3.402293 -0.440801 -2.998414 -0.10 0.01 -0.05
C -3.156393 -3.507501 0.721486 0.11 0.11 0.44
C -3.127993 4.513099 2.613886 0.10 -0.23 0.13
```
Positions in Å, forces in eV/Å.

Calculated values
- 2S+1 = 3
- HOMO-LUMO gap (alpha / beta) (eV) = 6.13 / 7.20
- lowest unoccupied orbital energy (alpha / beta) (eV) = -1.83 / -1.83
- E (hartree) = -3710.0227
- charge = +1
- HOMO energy (alpha / beta) (eV) = -7.961 / -9.037

Atomic partial charges in e from the Mulliken method, atoms 1 to 6: number 1, C, carries 0.127; number 2, H, carries 0.438; number 3, H, carries 0.684; number 4, H, carries 0.550; number 5, H, carries 0.363; number 6, N, carries -0.248